ORCA calculation (the ωB97M-V functional and the def2-TZVPD basis) on a molecular structure, C88H213N13O30 at a distorted geometry.

```
! wB97M-V def2-TZVPD RIJCOSX def2/J DEFGRID3
* xyz 6 1
C 6.350 6.841 -0.743
C 4.941 6.367 -0.493
C 4.803 5.630 0.851
N 3.378 5.133 1.145
C 3.438 4.566 2.628
C 3.969 3.188 2.755
C 3.298 2.146 1.844
C 3.378 2.649 0.423
C 2.806 4.030 0.166
C 2.376 6.231 1.062
H 6.955 5.935 -0.783
H 6.601 7.676 -0.090
H 6.408 7.296 -1.732
H 4.600 5.789 -1.352
H 4.297 7.247 -0.509
H 5.145 6.246 1.682
H 5.357 4.697 0.962
H 3.981 5.246 3.284
H 2.432 4.619 3.045
H 5.030 3.341 2.559
H 3.825 2.861 3.785
H 3.871 1.231 1.997
H 2.255 1.969 2.107
H 4.374 2.863 0.034
H 2.909 1.875 -0.184
H 2.861 4.379 -0.865
H 1.770 3.931 0.491
H 2.376 6.488 0.002
H 2.755 7.051 1.672
H 1.361 5.980 1.370
C -0.359 -4.019 7.838
C -0.451 -4.998 6.664
C 0.387 -6.326 6.917
N 0.209 -7.348 5.732
C 1.277 -8.488 5.985
C 0.907 -9.588 7.025
C -0.504 -9.981 7.045
C -1.503 -8.834 6.830
C -1.216 -7.884 5.626
C 0.521 -6.687 4.332
H -0.592 -4.484 8.796
H -1.187 -3.315 7.764
H 0.569 -3.449 7.901
H -0.041 -4.534 5.768
H -1.519 -5.165 6.519
H -0.133 -6.858 7.714
H 1.427 -6.038 7.063
H 2.257 -8.077 6.227
H 1.467 -8.975 5.028
H 1.240 -9.202 7.988
H 1.464 -10.489 6.767
H -0.653 -10.599 7.931
H -0.789 -10.572 6.175
H -1.734 -8.255 7.724
H -2.480 -9.271 6.623
H -1.923 -7.064 5.504
H -1.284 -8.517 4.741
H -0.092 -5.801 4.166
H 0.513 -7.459 3.563
H 1.521 -6.268 4.226
C -0.940 6.003 -0.062
C -2.331 5.911 -0.745
C -3.092 4.662 -0.282
N -4.604 4.873 0.188
C -5.249 3.449 0.379
C -6.549 3.486 1.180
C -6.373 4.252 2.545
C -5.971 5.709 2.306
C -4.649 5.658 1.509
C -5.435 5.627 -0.820
H -0.641 4.963 -0.196
H -1.072 6.094 1.016
H -0.231 6.778 -0.352
H -2.090 5.869 -1.807
H -2.875 6.840 -0.576
H -2.647 4.095 0.535
H -3.228 4.066 -1.185
H -4.452 2.831 0.793
H -5.429 3.082 -0.631
H -6.842 2.441 1.273
H -7.295 3.955 0.539
H -5.662 3.693 3.152
H -7.353 4.127 3.006
H -5.662 6.255 3.198
H -6.649 6.317 1.708
H -3.910 5.131 2.112
H -4.185 6.607 1.241
H -6.495 5.496 -0.603
H -5.269 5.147 -1.785
H -5.198 6.687 -0.907
C 8.485 -3.447 -3.058
C 8.638 -3.130 -1.557
C 7.369 -3.518 -0.705
N 7.355 -3.022 0.748
C 6.179 -3.731 1.554
C 4.840 -3.305 0.919
C 4.624 -1.801 0.982
C 5.807 -0.983 0.418
C 7.157 -1.475 0.952
C 8.667 -3.245 1.501
H 7.667 -2.863 -3.479
H 8.201 -4.484 -3.241
H 9.404 -3.258 -3.612
H 8.873 -2.088 -1.341
H 9.483 -3.739 -1.236
H 7.330 -4.602 -0.805
H 6.445 -3.167 -1.164
H 6.324 -4.811 1.544
H 6.281 -3.433 2.598
H 4.765 -3.734 -0.081
H 4.052 -3.773 1.509
H 3.724 -1.604 0.398
H 4.395 -1.413 1.974
H 5.878 -1.053 -0.667
H 5.630 0.080 0.582
H 7.967 -0.969 0.426
H 7.266 -1.276 2.018
H 8.695 -2.862 2.521
H 9.342 -2.600 0.939
H 8.982 -4.284 1.403
C -2.094 -3.025 -6.725
N -0.837 -3.375 -5.962
C -1.067 -4.839 -5.338
C 0.410 -3.499 -6.902
C -0.578 -2.376 -4.805
C -0.713 -0.882 -5.249
O 0.454 -0.577 -6.010
H -2.016 -2.067 -7.239
H -2.930 -3.062 -6.026
H -2.350 -3.744 -7.503
H -1.164 -5.610 -6.102
H -2.037 -4.769 -4.847
H -0.218 -5.019 -4.678
H 1.375 -3.527 -6.397
H 0.246 -2.731 -7.658
H 0.309 -4.418 -7.480
H 0.341 -2.705 -4.320
H -1.335 -2.552 -4.041
H -0.633 -0.216 -4.391
H -1.646 -0.542 -5.698
H 0.064 -0.328 -6.851
C -4.724 -2.973 2.604
N -3.794 -3.553 3.708
C -4.414 -4.724 4.463
C -2.525 -4.056 3.042
C -3.359 -2.357 4.584
C -4.405 -1.976 5.678
O -5.724 -1.727 5.297
H -4.122 -2.226 2.086
H -5.691 -2.645 2.985
H -4.932 -3.742 1.860
H -4.755 -5.466 3.741
H -5.274 -4.278 4.962
H -3.656 -5.021 5.188
H -1.778 -4.311 3.794
H -1.939 -3.310 2.505
H -2.817 -4.944 2.482
H -3.073 -1.673 3.784
H -2.433 -2.611 5.099
H -4.088 -0.975 5.973
H -4.407 -2.535 6.613
H -5.767 -1.090 4.580
C 0.762 -0.238 6.957
N 0.506 1.113 6.228
C 1.052 0.956 4.797
C -0.963 1.442 6.250
C 1.274 2.318 6.925
C 2.800 2.486 6.749
O 3.576 1.428 7.106
H 0.420 0.036 7.955
H 1.823 -0.467 6.856
H 0.234 -1.027 6.422
H 2.037 0.495 4.865
H 1.166 1.949 4.362
H 0.332 0.356 4.239
H -1.367 1.355 7.259
H -1.547 0.681 5.732
H -1.155 2.464 5.925
H 0.951 2.141 7.951
H 0.732 3.229 6.670
H 3.069 3.364 7.337
H 2.987 2.757 5.709
H 4.480 1.708 6.944
C -7.737 -2.694 -1.950
N -7.400 -1.388 -1.206
C -6.553 -1.800 0.119
C -6.511 -0.531 -2.154
C -8.623 -0.590 -0.772
C -9.450 0.022 -1.843
O -10.008 -0.924 -2.740
H -8.159 -2.424 -2.918
H -8.374 -3.344 -1.350
H -6.799 -3.214 -2.147
H -6.364 -0.853 0.623
H -5.563 -2.199 -0.101
H -7.123 -2.539 0.683
H -7.010 -0.425 -3.117
H -5.486 -0.865 -2.316
H -6.402 0.373 -1.555
H -8.226 0.179 -0.109
H -9.205 -1.288 -0.170
H -8.832 0.728 -2.398
H -10.239 0.598 -1.360
H -10.654 -0.498 -3.310
C -0.207 -5.695 -1.914
N 0.368 -6.544 -0.671
C -0.268 -5.947 0.640
C 0.007 -8.047 -0.834
C 1.923 -6.215 -0.511
C 2.663 -6.667 0.768
O 2.595 -8.040 1.010
H -0.054 -4.636 -1.704
H -1.231 -5.948 -2.188
H 0.413 -5.918 -2.782
H -0.030 -4.886 0.556
H 0.125 -6.532 1.472
H -1.348 -6.088 0.613
H -0.958 -8.102 -1.339
H -0.126 -8.559 0.119
H 0.763 -8.493 -1.480
H 1.997 -5.160 -0.773
H 2.371 -6.720 -1.366
H 2.480 -6.124 1.695
H 3.728 -6.512 0.596
H 2.849 -8.197 1.923
C -0.724 2.500 -5.518
N -1.963 3.339 -5.878
C -1.974 4.592 -4.909
C -1.747 3.846 -7.300
C -3.382 2.673 -5.684
C -3.605 1.896 -4.338
O -3.982 2.655 -3.150
H -0.933 1.627 -6.137
H -0.660 2.298 -4.449
H 0.130 3.121 -5.788
H -2.979 5.012 -4.861
H -1.168 5.274 -5.180
H -1.780 4.266 -3.887
H -0.736 4.250 -7.241
H -2.487 4.604 -7.555
H -1.796 3.105 -8.098
H -3.497 1.966 -6.506
H -4.158 3.432 -5.785
H -2.666 1.394 -4.106
H -4.311 1.069 -4.411
H -4.799 3.079 -3.423
C -0.121 9.728 -3.667
N 1.115 8.869 -3.972
C 0.750 7.733 -4.984
C 2.097 9.773 -4.669
C 1.872 8.191 -2.812
C 2.002 9.052 -1.531
O 0.781 9.101 -0.915
H -0.523 10.204 -4.561
H 0.130 10.499 -2.939
H -0.972 9.144 -3.316
H 0.023 8.079 -5.718
H 0.368 6.979 -4.296
H 1.627 7.351 -5.508
H 2.886 9.206 -5.164
H 2.589 10.312 -3.860
H 1.676 10.583 -5.266
H 2.891 8.044 -3.173
H 1.335 7.283 -2.538
H 2.274 10.077 -1.784
H 2.714 8.689 -0.789
H 0.829 9.360 0.009
C 0.827 0.130 0.676
N -0.410 -0.387 0.022
C 0.012 -1.390 -0.978
C -1.256 -1.120 1.087
C -1.322 0.689 -0.680
C -0.608 2.038 -1.118
O 0.293 1.745 -2.102
H 1.411 0.650 -0.084
H 1.306 -0.758 1.089
H 0.510 0.796 1.479
H 0.641 -0.792 -1.638
H -0.683 -1.580 -1.795
H 0.591 -2.269 -0.695
H -0.601 -1.866 1.538
H -2.007 -1.787 0.664
H -1.466 -0.563 1.999
H -2.034 0.951 0.103
H -1.864 0.161 -1.464
H -0.102 2.494 -0.267
H -1.281 2.756 -1.588
H 0.808 2.547 -2.218
C 5.102 2.849 -5.531
N 4.796 1.835 -4.396
C 5.763 0.631 -4.578
C 5.062 2.546 -3.083
C 3.278 1.320 -4.497
C 2.924 -0.055 -3.776
O 3.296 -0.011 -2.407
H 6.176 2.986 -5.656
H 4.563 3.759 -5.269
H 4.726 2.411 -6.456
H 5.445 0.001 -5.409
H 5.675 -0.001 -3.694
H 6.741 1.097 -4.701
H 6.100 2.870 -3.160
H 4.961 1.824 -2.273
H 4.302 3.307 -2.903
H 3.044 1.245 -5.559
H 2.677 2.157 -4.141
H 3.472 -0.871 -4.247
H 1.896 -0.408 -3.856
H 2.983 -0.872 -2.119
O -3.036 -4.489 -2.561
C -2.849 -3.526 -1.691
O -2.458 -3.877 -0.578
O -3.251 -2.368 -1.901
H -3.453 -3.975 -3.255
O -4.644 -1.539 -4.765
C -5.448 -2.611 -4.787
O -4.970 -3.720 -4.543
O -6.597 -2.430 -5.295
H -4.007 -2.093 -4.308
O 1.984 -2.412 4.957
C 1.085 -2.625 4.027
O -0.098 -2.393 4.174
O 1.636 -3.186 3.025
H 2.497 -2.676 4.189
O -3.780 0.795 2.057
C -4.411 0.783 3.165
O -3.878 1.419 4.088
O -5.526 0.207 3.271
H -3.060 1.273 2.474
O 2.899 5.412 -3.031
C 1.891 4.748 -3.601
O 0.995 4.358 -2.808
O 1.903 4.550 -4.824
H 3.195 5.270 -3.933
O -1.820 3.859 3.857
C -1.046 3.363 2.854
O 0.113 3.739 2.772
O -1.438 2.345 2.346
H -2.456 3.156 4.010
O 4.586 -3.338 -3.389
C 3.328 -3.405 -3.002
O 2.702 -4.336 -3.510
O 2.938 -2.683 -2.118
H 4.537 -4.162 -3.879
*
```

Values from the calculation:
Maximum force (eV/A): 8.02
Electronic energy (Eh): -6447.3719


ORCA calculation (the ωB97M-V functional and the def2-TZVPD basis) on a single C8Cl7N molecule at a distorted geometry.

```
! wB97M-V def2-TZVPD RIJCOSX def2/J DEFGRID3
* xyz 0 1
Cl -2.839 -1.540 1.858
Cl -1.599 1.166 -3.287
Cl 1.515 1.655 -3.079
Cl -3.104 -0.335 -1.118
Cl 3.021 0.614 -0.511
Cl 2.330 -1.558 1.986
Cl 1.194 0.912 2.924
N -0.301 -1.062 2.325
C -1.264 -0.750 1.515
C -0.629 0.545 -1.925
C 0.672 0.881 -1.756
C -1.310 -0.148 -0.877
C 1.349 0.473 -0.585
C -0.657 -0.324 0.280
C 0.643 -0.092 0.440
C 0.979 -0.438 1.812
*
```

Values from the calculation:
Energy relative to the best compared isomer or geometry (same formula, charge and spin) (kJ/mol): 0.0
Maximum force (eV/A): 4.75
Electronic energy (Eh): -3580.9177


ORCA calculation (the ωB97M-V functional and the def2-TZVPD basis) on a molecular structure, C8F10Tl at a distorted geometry.

```
! wB97M-V def2-TZVPD RIJCOSX def2/J DEFGRID3
* xyz 1 1
Tl -0.458 -3.255 0.914
F 2.408 -0.080 1.408
C 1.238 -0.025 1.928
F 0.993 -1.100 2.695
C 0.947 1.295 2.717
F 1.975 1.644 3.448
F 0.775 2.217 1.760
F -0.067 1.216 3.514
F -0.181 -2.863 -2.324
C -0.472 -1.596 -1.918
C -0.931 -1.437 -0.674
C -1.251 -0.196 -0.287
F -1.638 -0.056 1.000
C -1.128 0.903 -1.085
F -1.381 2.181 -0.743
C -0.520 0.720 -2.372
F -0.240 1.789 -3.117
C -0.208 -0.574 -2.792
F 0.138 -0.783 -4.070
*
```

Values from the calculation:
Energy relative to the best compared isomer or geometry (same formula, charge and spin) (kJ/mol): 0.0
Maximum force (eV/A): 3.78
Electronic energy (Eh): -1475.5468


ORCA calculation (the ωB97M-V functional and the def2-TZVPD basis) on a molecular structure, C8F24N4O16S8Zr at a distorted geometry.

```
! wB97M-V def2-TZVPD RIJCOSX def2/J DEFGRID3
* xyz 0 1
Zr 0.070 0.048 -0.080
C -0.905 -3.599 -2.405
F -0.060 -4.088 -1.469
F 0.038 -3.142 -3.240
F -1.764 -4.529 -2.891
S -1.659 -2.033 -1.675
O -3.081 -1.971 -2.097
O -1.510 -1.950 -0.229
N -0.612 -0.662 -1.984
S -1.075 -0.328 -3.496
O -1.690 -1.324 -4.293
O -1.869 0.904 -3.334
C 0.648 0.200 -4.300
F 1.468 -0.840 -4.166
F 0.526 0.530 -5.630
F 1.225 1.268 -3.650
C -1.660 3.720 -2.000
F -1.032 3.348 -3.104
F -1.636 5.067 -1.937
F -2.938 3.283 -2.104
S -0.741 2.964 -0.442
O 0.477 2.265 -0.833
O -0.544 3.912 0.624
N -1.523 1.409 0.031
S -2.857 1.905 0.746
O -2.864 1.394 2.110
O -3.205 3.327 0.619
C -4.334 0.970 -0.146
F -5.540 1.362 0.296
F -4.245 1.093 -1.483
F -4.227 -0.269 0.101
C 1.850 0.252 4.140
F 1.487 0.013 5.405
F 2.565 1.403 4.122
F 2.523 -0.820 3.602
S 0.261 0.580 3.073
O -0.905 0.855 3.914
O 0.667 1.501 2.017
N -0.069 -0.683 1.847
S -0.433 -1.910 2.844
O -0.057 -3.084 2.060
O 0.134 -1.945 4.167
C -2.361 -1.981 3.106
F -2.682 -3.208 3.490
F -2.659 -1.091 4.051
F -3.033 -1.671 1.981
C 3.500 -2.361 0.967
F 2.561 -2.599 1.818
F 4.318 -1.516 1.484
F 4.000 -3.506 0.570
S 2.645 -1.527 -0.517
O 3.309 -1.749 -1.797
O 1.206 -1.966 -0.481
N 2.135 0.107 -0.123
S 3.450 0.941 -0.653
O 4.755 0.274 -0.633
O 3.136 1.612 -1.893
C 3.663 2.273 0.752
F 3.680 1.556 1.902
F 4.850 2.874 0.583
F 2.623 3.142 0.663
*
```

Values from the calculation:
Maximum force (eV/A): 7.44
Electronic energy (Eh): -7356.8452


Which value of maximum force does entry 3 give?
3.78 eV/A